Entry 1:
The following is a quantum chemistry calculation of a structure of composition C27H30ClNOP2Sm in a non-equilibrium geometry, from the OMol25 dataset.

highest occupied orbital energy (alpha / beta): -9.744 / -9.743 eV
multiplicity: 6
orbital gap (alpha / beta): 5.87 / 5.90 eV
<S²>: 8.785
charge: +1

Structure (XYZ):
```
63
Properties=species:S:1:pos:R:3:forces:R:3
C -1.39386 3.45063 -2.74581 0.6 1.2 0.2
C -1.26587 2.15159 -2.26876 0.6 -0.4 0.3
C 0.04268 1.58346 -2.17207 0.1 0.6 -0.3
C 1.17867 2.37795 -2.49357 -0.9 1.0 -0.2
C 1.05070 3.72726 -2.83664 -1.4 -0.2 -0.5
C -0.26462 4.25270 -3.00565 0.8 -0.5 0.3
C 2.47460 1.71257 -2.26703 -0.7 1.6 1.5
C 2.43800 0.31525 -2.76686 1.0 -1.1 1.5
C 1.30649 -0.43442 -2.35205 0.5 0.5 0.0
C 1.33144 -1.85391 -2.36541 0.3 0.6 0.1
C 2.54835 -2.49772 -2.61308 -0.2 0.4 0.4
C 3.69675 -1.76299 -2.92520 0.6 0.0 -0.2
C 3.63857 -0.36786 -3.06350 0.2 -0.2 0.0
H -2.38481 3.91640 -2.83492 0.4 -0.3 0.0
H 1.94219 4.33843 -3.03420 -0.5 -0.3 0.1
H -0.36723 5.30299 -3.29241 -0.1 -0.4 0.0
H 3.36781 2.30738 -2.50951 -0.4 -0.2 -0.7
H 2.60815 -3.57788 -2.44669 0.0 0.3 -0.3
H 4.66824 -2.29673 -2.98127 -0.8 0.5 -0.3
H 4.56275 0.19685 -3.33301 -0.9 -0.5 0.4
N 0.24707 0.25618 -1.76962 -1.3 -0.8 -0.3
Sm -0.18763 0.22994 0.52231 1.4 0.9 0.8
C -2.48688 1.36372 -1.85619 0.4 -0.2 0.6
H -2.36340 0.33553 -2.18522 -0.1 -0.3 -0.2
H -3.37940 1.77189 -2.28979 -0.5 0.3 -0.3
C 0.11069 -2.59108 -1.94151 -0.7 0.1 1.1
H -0.80238 -2.15663 -2.37631 0.3 -0.2 -0.2
H 0.16800 -3.65832 -2.17249 0.0 0.1 0.0
P -2.73888 1.23860 0.00534 -0.1 1.1 -1.4
P -0.23437 -2.45361 -0.05330 0.8 -2.3 -2.1
C 1.20093 -3.42516 0.56088 0.4 0.1 0.4
H 1.16725 -3.44573 1.65749 0.0 -0.1 -0.2
H 1.21507 -4.46526 0.17533 -0.2 0.6 0.1
H 2.15166 -2.93824 0.28213 -0.4 -0.1 0.0
C -1.56093 -3.71324 0.09177 -0.4 0.3 0.3
H -1.26140 -4.68921 -0.32728 0.0 0.5 0.2
H -1.81527 -3.82575 1.15338 0.0 -0.1 -0.2
H -2.45977 -3.34846 -0.42125 0.2 -0.2 0.1
C -2.93750 2.98940 0.50975 -0.2 0.3 0.4
H -3.94608 3.38965 0.29936 0.4 -0.3 0.0
H -2.75320 3.05254 1.59743 -0.1 0.1 -0.4
H -2.19689 3.63337 -0.00603 -0.3 -0.5 0.2
C -4.32419 0.40259 0.19337 -0.6 -0.6 0.4
H -4.47660 0.17758 1.26407 0.0 0.1 -0.4
H -5.19362 0.96958 -0.16600 0.4 0.0 0.0
H -4.30003 -0.56612 -0.34356 0.1 0.5 0.3
C 2.73025 1.83491 -0.52212 1.6 -4.8 -5.0
O 2.29492 0.88195 0.12101 0.4 2.6 1.4
H 3.81161 2.20368 -0.69299 -1.0 0.4 2.7
Cl 0.05084 2.01159 2.88583 0.1 -0.4 0.6
C 0.32768 0.66286 4.07912 -0.4 -1.2 -0.1
C 1.17408 0.85112 5.16869 -0.1 -0.1 -0.4
C 1.46351 -0.24784 5.98865 -0.2 0.4 -0.4
C 0.87915 -1.48003 5.73577 -0.5 -0.1 -0.9
C 0.01507 -1.66543 4.65427 -0.1 1.4 -0.3
C -0.32098 -0.58118 3.78547 0.7 0.1 0.4
C -1.20815 -0.76719 2.62210 -0.2 0.1 -0.6
H 1.61890 1.82729 5.34807 0.0 -0.2 0.0
H 2.17069 -0.13767 6.79180 0.0 0.1 0.2
H 1.07913 -2.33419 6.35237 0.2 -0.2 0.3
H -0.47789 -2.61191 4.45526 0.2 0.0 0.2
H -1.58517 -1.80647 2.51271 0.0 0.7 0.4
H -2.04489 -0.01724 2.61755 0.5 -0.6 0.1
```
Positions in Å, forces in eV/Å.

***

Entry 2:
The following is a quantum chemistry calculation of a structure of composition C27H30N4O2STc, from the OMol25 dataset.

highest occupied orbital energy (alpha / beta): -13.844 / -13.867 eV
multiplicity: 2
relative energy (zero: lowest compared OMol25 entry of this formula, charge and spin): 0.0000 eV
orbital gap (alpha / beta): 6.53 / 6.38 eV
<S²>: 0.768
charge: +2

Structure (XYZ):
```
65
Properties=species:S:1:pos:R:3:forces:R:3
Tc -0.02109 0.45915 -0.95334 0.2 0.2 0.1
O 1.21998 -4.82301 4.50233 0.0 0.0 0.0
C 1.48904 -3.54467 4.80727 0.1 0.0 -0.1
O 2.04604 -3.24473 5.81880 -0.1 0.0 0.0
C 1.12063 -2.49019 3.79278 0.0 0.0 0.0
C 1.10129 -2.71927 2.42543 0.0 0.0 0.0
C 0.84721 -1.67484 1.54493 0.0 0.0 -0.1
C 0.60888 -0.39291 2.02798 0.0 0.0 0.1
C 0.57454 -0.17586 3.40716 0.0 0.1 0.0
C 0.85242 -1.21137 4.27502 0.0 0.0 0.0
N 0.36408 0.66727 1.08635 -0.1 -0.1 -0.1
C 0.33219 1.89559 1.46557 0.0 0.1 0.1
C -0.19235 2.91409 0.56287 0.0 -0.1 0.0
C -0.30186 4.23968 0.92975 0.0 0.1 0.1
C -0.91805 5.12847 0.05741 0.0 0.0 0.0
C -1.39857 4.65477 -1.14930 0.0 0.0 0.0
C -1.23753 3.31158 -1.46168 0.0 0.1 0.1
N -0.64678 2.45420 -0.62818 0.0 -0.1 -0.1
H 0.63072 -4.90677 3.74298 0.0 0.0 0.0
H 1.31299 -3.70253 2.02269 0.0 0.0 0.0
H 0.84322 -1.86077 0.47894 0.0 0.0 0.0
H 0.31498 0.78761 3.82425 0.0 0.0 0.0
H 0.86254 -1.04580 5.34415 0.0 0.0 0.0
H 0.62843 2.19263 2.46668 0.0 0.0 0.0
H 0.07963 4.56762 1.88781 0.0 0.0 0.0
H -1.02427 6.17167 0.32224 0.0 0.0 0.0
H -1.89270 5.30830 -1.85395 0.0 0.0 0.0
H -1.59171 2.91468 -2.40091 0.0 0.0 0.0
S 1.90888 -0.65287 -1.90641 -0.2 0.0 0.1
C 3.41752 -0.41582 -1.04948 0.1 0.0 -0.1
N 3.53172 -0.42911 0.26699 -0.1 0.0 0.1
C 4.82181 -0.34293 0.96739 0.0 0.0 0.0
C 5.79431 0.46116 0.12470 0.0 0.0 0.0
C 5.85820 -0.12434 -1.27485 0.0 0.0 0.0
N 4.49296 -0.25925 -1.80238 0.0 0.0 0.0
H 2.71177 -0.67060 0.80262 0.0 0.0 0.0
H 5.20190 -1.35039 1.14687 0.0 0.0 0.0
H 4.64554 0.12755 1.93265 0.0 0.0 0.0
H 6.78236 0.43694 0.58015 0.0 0.0 0.0
H 5.47405 1.50362 0.07729 0.0 0.0 0.0
H 6.34244 -1.10207 -1.27075 0.0 0.0 0.0
H 6.41179 0.52386 -1.95004 0.0 0.0 0.0
H 4.35266 -0.26286 -2.80110 0.0 0.0 0.0
C -1.55308 0.04688 -3.03357 0.0 -0.1 0.1
C -2.23286 -0.80633 -1.93231 0.0 0.0 -0.1
C -2.09572 -2.29956 -2.28163 0.0 0.0 0.0
C -1.49515 -0.53709 -0.64307 0.1 -0.1 -0.2
C -3.70731 -0.43232 -1.75935 0.0 0.0 0.0
C -4.39100 -0.85391 -0.62019 0.0 0.0 0.0
C -5.74075 -0.58316 -0.46068 0.0 0.0 0.0
C -6.43329 0.10858 -1.44411 0.0 0.0 0.0
C -5.76813 0.51608 -2.58824 0.0 0.0 0.0
C -4.41309 0.24904 -2.74541 0.0 0.0 0.0
H -0.43148 0.06529 -2.97393 0.0 0.0 0.0
H -1.94561 1.05546 -3.09000 0.0 0.0 0.0
H -1.67005 -0.41251 -4.01539 0.0 0.0 0.0
H -1.05030 -2.57411 -2.44181 0.0 0.0 0.0
H -2.65976 -2.51150 -3.19067 0.0 0.0 0.0
H -2.50157 -2.92022 -1.48283 0.0 0.0 0.0
H -1.80146 -0.99409 0.29533 0.0 0.0 0.0
H -3.88145 -1.42112 0.14996 0.0 0.0 0.0
H -6.25469 -0.92153 0.42910 0.0 0.0 0.0
H -7.48779 0.31606 -1.32392 0.0 0.0 0.0
H -6.30398 1.03582 -3.37135 0.0 0.0 0.0
H -3.93330 0.55671 -3.66562 0.0 0.0 0.0
```
Positions in Å, forces in eV/Å.

***

Entry 3:
The following is a quantum chemistry calculation of a structure of composition C27H30N5SeTl in a non-equilibrium geometry, from the OMol25 dataset.

highest occupied orbital energy: -6.753 eV
multiplicity: 1
relative energy (zero: lowest compared OMol25 entry of this formula, charge and spin): 0.9447 eV
orbital gap: 7.30 eV

Structure (XYZ):
```
64
Properties=species:S:1:pos:R:3:forces:R:3
Tl 15.36857 7.53520 6.64803 0.3 -0.1 0.4
C 16.41407 8.72472 13.97313 -0.2 -0.6 1.7
C 17.06000 7.38821 13.68967 -2.2 0.1 -0.7
C 17.78038 6.68502 14.63103 0.4 0.9 -0.2
C 18.39189 5.48653 14.33290 0.0 0.3 -0.6
C 18.19751 4.91029 13.08817 -0.9 0.6 0.1
C 17.29533 5.51284 12.21512 0.7 -0.3 -0.3
C 16.71629 6.74518 12.49170 1.1 -0.9 0.6
N 15.79331 7.25777 11.56457 -1.1 0.8 0.7
C 16.04630 7.25479 10.21418 0.9 -0.5 -0.6
N 17.36361 7.56063 9.99385 -0.7 0.3 -0.8
C 18.15747 7.61781 8.82165 0.3 -0.4 -0.7
C 17.61920 7.56123 7.52377 -0.4 0.1 0.7
C 18.54164 7.56667 6.49052 1.1 -0.3 -0.6
C 19.94640 7.56841 6.67259 -2.3 0.4 1.3
C 20.40589 7.66407 7.98845 1.5 -0.1 -1.7
C 19.55511 7.68486 9.05663 -1.3 -0.1 1.0
C 20.09798 7.83688 10.45387 0.5 1.2 0.1
N 15.14720 6.92888 9.32656 0.2 0.7 0.2
C 13.88971 6.60950 9.90606 -0.1 -0.2 0.0
C 13.75469 5.42712 10.62575 -1.2 0.1 -0.3
C 12.54056 5.13994 11.28436 0.3 0.5 -0.3
C 11.46870 6.03670 11.23091 1.0 0.4 -0.5
C 11.63851 7.23301 10.49709 -0.6 -0.3 0.7
C 12.82089 7.52260 9.85685 0.7 0.4 -0.4
C 13.03370 8.82789 9.13865 -0.8 1.0 0.2
H 16.89260 9.19090 14.84257 0.1 0.1 -0.3
H 15.34796 8.65748 14.27522 0.4 -0.3 -0.3
H 16.45185 9.35776 13.12885 0.1 0.8 -0.9
H 17.94939 7.23728 15.53833 0.3 -0.3 0.5
H 19.11389 5.10436 14.99892 0.5 -0.7 0.8
H 18.66675 3.99487 12.80763 0.3 -0.5 -0.1
H 17.14475 5.07475 11.22962 -0.2 0.0 0.2
H 14.83504 7.00133 11.79866 0.3 0.3 -0.1
H 17.84509 7.87047 10.81231 0.1 0.0 0.3
H 18.14727 7.51875 5.46736 0.3 0.1 0.1
H 20.59846 7.60488 5.84691 0.8 -0.1 -0.8
H 21.50793 7.71833 8.08316 -0.7 0.0 0.5
H 21.14762 8.08304 10.33481 0.3 -0.1 0.1
H 20.06808 6.98200 11.12279 -0.4 -0.2 0.0
H 19.69570 8.74373 10.97577 0.0 -0.8 -0.3
H 14.60796 4.76842 10.60658 0.0 -0.3 0.3
H 12.46620 4.25508 11.89240 -0.1 -0.3 0.0
H 10.56103 5.82633 11.77694 -0.1 0.1 0.0
H 10.87438 8.02423 10.47327 0.1 -0.6 0.1
H 12.35840 9.65408 9.48682 0.2 -0.9 -0.2
H 12.85358 8.70800 8.05664 0.3 0.0 0.3
H 14.02368 9.22671 9.34949 0.2 -0.2 -0.3
C 10.89377 3.72680 8.06206 -1.2 -0.5 1.2
N 10.18147 4.97310 8.28004 -1.6 -1.0 1.1
C 9.10878 5.11862 9.21136 1.4 -2.1 -0.1
C 8.72410 6.38828 9.16424 0.9 0.0 -1.3
N 9.51860 6.99438 8.19505 -0.5 1.2 0.1
C 9.39769 8.41501 7.84158 -0.2 -0.6 -1.2
C 10.39539 6.11783 7.64804 0.1 0.9 -0.2
Se 11.64138 6.45017 6.34747 0.0 0.2 -0.1
H 11.17830 3.40936 9.08878 -0.3 -0.5 -0.8
H 11.79580 3.96105 7.56702 0.9 0.2 -0.8
H 10.26427 2.98298 7.48145 0.8 0.8 0.8
H 8.86230 4.24514 9.84040 -0.1 0.9 -0.5
H 7.96755 6.92507 9.64710 -0.8 0.5 0.7
H 8.72661 8.88740 8.56564 0.3 0.0 -0.2
H 8.98215 8.50243 6.80464 0.2 -0.1 0.9
H 10.38466 8.87795 7.78478 -0.1 0.0 0.4
```
Positions in Å, forces in eV/Å.

***

Q: Which of these has the highest multiplicity?
A: C27H30ClNOP2Sm